[1]
Here is an isolated molecule of C7H8OS from the Open Molecules 2025 dataset. Energies are from the ωB97M-V functional and the def2-TZVPD basis.

Geometry as XYZ:
```
17
Properties=species:S:1:pos:R:3:forces:R:3:mulliken_charge:R:1
O -0.187838 -1.265564 -1.313256 0.353 -1.226 -0.233 -0.4499
C -0.399337 -1.941427 -0.322025 -0.636 0.912 -0.272 -0.0436
C -0.917827 -1.350390 0.867906 -0.896 0.497 0.831 -0.3833
C -1.364920 -0.085155 0.971443 -0.822 0.900 0.219 -0.3935
C -1.372093 1.102584 0.094259 0.494 -1.236 -0.106 -0.2572
C -0.439168 1.501087 -0.781642 0.157 -2.180 2.616 -0.4933
C 0.892847 0.999295 -0.742345 1.243 0.345 0.043 -0.3378
C 1.460809 0.447663 0.373173 -0.117 1.203 -1.889 0.0247
S 3.142428 -0.087017 0.311514 0.095 -0.048 -0.475 -0.2264
H -0.396534 -3.014714 -0.239647 0.560 -1.045 -0.725 0.3680
H -1.262257 -1.932862 1.725090 0.587 -0.519 -0.475 0.3092
H -1.924678 -0.065700 1.898514 -0.284 1.062 0.049 0.3002
H -2.173162 1.779987 -0.001696 -1.695 0.040 0.875 0.3473
H -0.789786 2.226387 -1.416387 0.017 1.853 -1.710 0.4469
H 1.410344 1.209374 -1.699535 0.359 -0.587 0.905 0.2053
H 0.853757 0.315280 1.311171 1.342 0.197 -1.072 0.4199
H 3.467419 0.161169 -1.036540 -0.757 -0.169 1.421 0.1635
```
Forces are in eV/Å.

Output
- Total charge: 0
- HOMO level: -7.908 eV
- SMILES string: O=C\C=C/C=C\C=C\S
- Relative energy (zero: lowest compared OMol25 entry of this formula, charge and spin): 2.1887 eV

=====

[2]
Here is an isolated molecule of C7H8OS from the Open Molecules 2025 dataset. Energies are from the ωB97M-V functional and the def2-TZVPD basis.

Geometry as XYZ:
```
17
Properties=species:S:1:pos:R:3:forces:R:3:mulliken_charge:R:1
C -1.710487 1.874641 -0.120368 1.770 0.875 0.815 -1.3327
C -0.981228 0.585638 0.146967 0.616 2.606 0.535 0.3118
C -1.417754 -0.651410 0.124059 1.462 -0.964 0.009 -0.2173
C -0.601829 -1.807842 0.454049 2.386 -0.394 -0.080 -0.4043
C 0.799414 -1.983556 0.412929 -2.534 0.150 -0.627 -0.3597
C 1.817351 -1.070327 -0.115088 2.679 -1.206 -1.091 -0.2323
C 1.821117 0.265781 -0.132964 -2.634 -1.249 1.671 0.4392
O 2.649634 1.119518 -0.694166 2.311 -1.825 -0.710 -0.4978
S 0.562248 1.056278 0.862160 0.593 0.078 0.639 -0.2779
H -2.540035 1.689867 -0.710227 -2.255 0.061 -0.607 0.3814
H -1.082904 2.578623 -0.663940 0.345 -0.434 -0.740 0.3746
H -1.786673 2.561223 0.769567 -0.820 -1.289 -0.276 0.2902
H -2.389602 -0.859739 -0.220442 -1.232 -0.152 -0.327 0.3883
H -1.199511 -2.689885 0.660026 0.283 -0.123 0.141 0.2969
H 1.093100 -3.040080 0.531148 0.117 0.746 0.194 0.2795
H 2.802762 -1.529045 -0.558286 -2.135 0.547 0.640 0.2167
H 2.164405 1.900322 -0.745431 -0.951 2.574 -0.184 0.3434
```
Forces are in eV/Å.

Output
- Total charge: 0
- HOMO level: -7.789 eV
- SMILES string: CC1=CC=CC=C(O)S1
- Relative energy (zero: lowest compared OMol25 entry of this formula, charge and spin): 1.1395 eV

=====

[3]
Here is an isolated molecule of C7H8S from the Open Molecules 2025 dataset. Energies are from the ωB97M-V functional and the def2-TZVPD basis.

Geometry as XYZ:
```
16
Properties=species:S:1:pos:R:3:forces:R:3:mulliken_charge:R:1
C 1.135930 1.801797 0.685082 0.575 1.690 0.175 -0.3331
C 0.875720 1.200203 -0.459135 -1.761 -1.269 -1.670 -0.4519
C -0.477585 -0.366485 0.780706 -1.055 -0.826 -1.305 -0.2855
C -0.128667 0.035768 2.134449 -0.259 1.065 -2.629 -0.8485
C 0.614637 1.360476 1.993655 2.588 -2.396 -0.050 -0.3608
C -0.162622 0.137505 -0.536095 2.295 0.096 4.071 0.6011
C -1.254696 -2.263097 -1.788392 0.395 0.978 -0.024 -0.9576
S -0.458145 -0.620120 -2.040806 -0.737 0.691 0.073 -0.0537
H 1.722569 2.761901 0.639680 -0.305 -1.213 0.227 0.2964
H 1.322562 1.458823 -1.385269 0.440 0.671 -0.653 0.3845
H -1.107304 -1.239767 0.603512 -0.113 -0.178 0.913 0.3223
H 1.574864 1.208036 2.627609 -1.316 0.366 -0.543 0.2740
H 0.157415 2.202092 2.395413 -1.170 1.378 1.452 0.3532
H -0.873334 -2.563325 -2.727783 0.161 -1.201 -1.148 0.3415
H -2.383239 -2.407268 -1.869459 1.638 0.518 1.044 0.2862
H -0.558106 -2.706539 -1.053164 -1.376 -0.371 0.067 0.4318
```
Forces are in eV/Å.

Output
- Total charge: 0
- HOMO level: -7.830 eV
- Relative energy (zero: lowest compared OMol25 entry of this formula, charge and spin): 4.5970 eV

=====

[4]
Here is a cluster of 2 separate species, C7H9BF3N in total from the Open Molecules 2025 dataset. Energies are from the ωB97M-V functional and the def2-TZVPD basis.

Geometry as XYZ:
```
21
Properties=species:S:1:pos:R:3:forces:R:3:mulliken_charge:R:1
H 1.759887 1.617216 -2.470029 -0.456 0.140 -0.898 0.0138
B 1.340424 1.560292 -1.404327 0.945 -0.406 0.971 -0.3870
N 1.537623 1.569918 -0.167210 -0.203 0.095 -1.390 0.3927
C 1.670707 1.622683 1.151242 -0.127 0.627 1.226 0.7646
F 2.218448 0.493723 1.651202 -0.684 -0.393 0.199 -0.2800
F 2.470537 2.591911 1.613651 0.804 0.723 -0.233 -0.2922
F 0.487312 1.920616 1.753951 -0.171 -0.891 0.276 -0.2625
C -0.899222 -1.463673 1.774798 0.373 -0.030 -1.317 -1.1691
C -0.939592 -1.021602 0.297603 -0.548 0.565 2.233 0.5873
C -1.478166 0.168939 0.023723 -1.174 1.348 -2.191 -0.7282
C -1.124765 0.518492 -1.363254 -0.312 -0.666 -1.481 -0.3866
C -0.417083 -0.504542 -1.939884 -0.528 0.945 0.369 -0.6850
C -0.187515 -1.514740 -0.884215 -0.068 -2.557 0.081 -0.4195
H -1.857271 -1.189478 2.292223 1.053 -0.439 -0.430 0.3234
H -0.038902 -0.905192 2.186555 -0.544 -0.251 0.261 0.1930
H -0.632312 -2.523130 1.814240 -0.423 0.014 0.441 0.3549
H -2.304945 0.756644 0.459630 1.095 -0.423 0.677 0.3912
H -1.503996 1.363847 -1.971378 0.083 -0.509 0.697 0.5008
H -0.380635 -0.724453 -3.007927 0.552 0.372 0.346 0.4536
H -0.534975 -2.536617 -1.266622 -0.055 1.181 0.609 0.3344
H 0.814438 -1.800855 -0.543971 0.386 0.555 -0.447 0.3004
```
Forces are in eV/Å.

Output
- Total charge: 0
- HOMO level: -8.632 eV
- SMILES string: [H]/B=N/C(F)(F)F.CC1=CC=CC1
- Relative energy (zero: lowest compared OMol25 entry of this formula, charge and spin): 1.7468 eV

=====

[5]
Here is an isolated molecule of C7H9BO2 from the Open Molecules 2025 dataset. Energies are from the ωB97M-V functional and the def2-TZVPD basis.

Geometry as XYZ:
```
19
Properties=species:S:1:pos:R:3:forces:R:3:mulliken_charge:R:1
C -3.461344 0.003956 -0.323093 0.822 -2.105 0.949 -0.9060
B -1.949154 -0.007129 0.154607 -1.699 2.186 -1.272 0.6742
O -1.283917 1.205155 0.094104 3.639 -0.402 0.826 -0.5842
C 0.201491 0.822945 0.249122 -5.165 -1.181 -0.072 0.0133
C 1.257372 1.473330 -0.096838 0.415 -0.460 0.612 -0.5410
C 2.545501 0.675043 0.114346 -0.984 1.465 1.129 -0.5498
C 2.306662 -0.751532 -0.319229 2.214 -0.974 -1.201 -0.3568
C 1.163322 -1.416394 -0.147083 0.985 0.107 -0.061 -0.5558
C 0.137973 -0.637625 0.597824 0.329 -1.037 1.536 0.5757
O -1.165742 -1.083015 0.251129 0.411 -1.036 0.919 -0.5516
H -3.865279 0.940626 -0.567088 -0.277 1.360 -0.286 0.2750
H -4.189215 -0.539571 0.304229 0.425 0.091 -0.247 0.2968
H -3.304993 -0.580471 -1.232123 -0.564 -0.070 -0.310 0.3018
H 1.114721 2.467632 -0.398935 0.572 1.286 -0.518 0.5217
H 2.650389 0.707122 1.286830 0.714 -0.008 -2.184 0.2106
H 3.318417 1.241874 -0.467518 -0.129 -1.061 0.966 0.3602
H 3.236926 -1.181491 -0.813476 -1.515 0.106 0.655 0.2977
H 0.961025 -2.477577 -0.419484 0.281 1.093 0.201 0.3859
H 0.325841 -0.862875 1.732668 -0.476 0.639 -1.642 0.1322
```
Forces are in eV/Å.

Output
- Total charge: 0
- HOMO level: -9.427 eV
- SMILES string: CB1OC2=CCC=C[C@@H]2O1
- Relative energy (zero: lowest compared OMol25 entry of this formula, charge and spin): 1.8808 eV

=====

[6]
Here is a cluster of 3 separate species, C7H9ClF3NO2S in total from the Open Molecules 2025 dataset. Energies are from the ωB97M-V functional and the def2-TZVPD basis.

Geometry as XYZ:
```
24
Properties=species:S:1:pos:R:3:forces:R:3:mulliken_charge:R:1
C 2.335062 -0.003424 -0.422077 1.245 -0.998 -0.529 -1.5222
C 0.934686 0.545327 -0.345837 0.853 -1.141 -1.892 1.4430
C 0.813927 1.920350 0.175306 -1.863 2.740 0.586 -1.2054
S -0.074057 0.054421 -1.849625 -0.343 0.750 -0.190 -0.2107
C -0.168227 -0.368190 -0.130132 -1.211 0.746 1.259 -0.4895
Cl 0.144416 -2.032818 0.285620 -0.060 -0.161 0.405 -0.1653
H 2.984827 0.826362 -0.785203 -0.041 -0.863 0.619 0.3690
H 2.609334 -0.974898 -0.969933 -1.253 1.696 -0.207 0.3336
H 2.567537 -0.429566 0.547002 0.532 0.917 0.855 0.4150
H 1.660889 2.135854 0.784747 0.669 -0.078 0.928 0.4243
H -0.146050 2.102657 0.840368 1.884 -0.444 -1.493 0.2370
H 0.885022 2.799280 -0.556818 -0.440 -1.574 0.487 0.2815
H -0.954507 0.173132 0.473641 0.487 -1.470 -0.764 0.1144
C -3.026414 -1.540035 -1.638497 -1.594 -0.717 0.059 -0.4547
N -2.858398 -1.320396 -0.417590 -0.517 -0.498 1.212 -0.1576
C -3.988638 -1.038150 0.388866 -0.884 -0.314 0.092 0.7333
F -4.698141 -2.144751 0.859892 1.466 1.228 -0.731 -0.2701
F -4.863480 -0.248490 -0.200929 -1.519 0.157 -1.478 -0.2443
F -3.617286 -0.294468 1.404574 0.983 -0.166 1.791 -0.2465
H -4.033875 -1.602990 -2.126168 0.936 0.273 0.208 0.2639
H -2.133590 -1.832654 -2.120905 0.698 -0.062 -1.194 0.3412
O -4.007735 2.687852 -0.790057 -1.743 -1.124 -1.494 -0.3409
C -3.164225 2.949281 -0.073657 -0.165 0.793 -0.162 0.7165
O -2.349658 3.349377 0.616131 1.882 0.311 1.635 -0.3653
```
Forces are in eV/Å.

Output
- Total charge: 0
- HOMO level: -9.037 eV
- SMILES string: CC1(C)S[C@H]1Cl.C=NC(F)(F)F.O=C=O
- Relative energy (zero: lowest compared OMol25 entry of this formula, charge and spin): 0.0000 eV

=====

Values for max |F|, eV/A, ordered as above
3.409, 3.360, 4.674, 2.828, 5.299, 3.364
Values for E_tot, a.u., ordered as above
-744.83147, -744.87003, -669.52547, -651.28797, -447.48559, -1635.31575